11
Properties=species:S:1:pos:R:3 method="wB97M-V/def2-TZVPD" e_lumo_ev=0.3673 smiles=Sc1cnccn1 total_charge=0 e_tot_ha=-662.47038
C -0.4224 0.1862 0.8398
C -1.0623 -0.1589 -0.3569
C 0.8705 -0.3180 -1.5411
C 1.5617 -0.0105 -0.3467
H -2.2888 0.5119 2.2980
H -2.0965 -0.3273 -0.0403
H 1.3139 -0.3200 -2.4613
H 2.6409 -0.0361 -0.1530
N -0.4366 -0.4340 -1.5013
N 0.8456 0.1045 0.8237
S -0.9259 0.8022 2.4391

---

16
Properties=species:S:1:pos:R:3 method="wB97M-V/def2-TZVPD" e_lumo_ev=-5.8418 smiles="C[N+](C)(N)C(=S)S" total_charge=+1 e_tot_ha=-1025.16997
C -0.3769 1.1043 0.1932
C 0.7248 -0.3441 -1.4288
C 0.9276 -0.7788 0.9999
N -1.1419 -1.0588 -0.1908
N 0.0030 -0.2962 -0.1312
S 0.3034 2.6549 -0.8473
S -1.6518 1.4366 1.3881
H 1.2927 -1.2841 -1.5051
H -0.0014 -0.2201 -2.2398
H 1.3140 0.6124 -1.3109
H 1.9978 -1.1027 0.7553
H 0.9597 0.1201 1.6211
H 0.3511 -1.5598 1.5133
H -1.6282 -1.0932 0.7481
H -1.8115 -0.8113 -0.9627
H -1.2624 2.6208 1.3975

---

49
Properties=species:S:1:pos:R:3 method="wB97M-V/def2-TZVPD" e_lumo_ev="-9.2316 / -9.1715" total_charge=+2 e_tot_ha=-947.12843
C 0.1023 -3.0571 0.0862
H 0.8854 -3.7895 0.3240
H -0.8299 -3.6412 -0.0145
H -0.0367 -2.3885 0.9159
C 0.4991 -2.2816 -1.1753
H -0.1976 -1.4477 -1.3940
H 1.5078 -1.8487 -1.0495
C 0.4390 -3.4207 -2.2094
H 0.6953 -3.1270 -3.2361
H 1.1306 -4.2035 -1.8295
H -0.5848 -3.8463 -2.1675
C -1.4527 1.7649 -0.3365
C -1.7501 0.9390 -1.4359
C -2.3787 -0.2464 -0.9546
C -2.4875 -0.1677 0.4463
C -1.9040 1.0837 0.8496
C -1.9469 1.6555 2.2432
C -3.1690 -1.1304 1.3481
C -2.9214 -1.3540 -1.7684
C -1.4809 1.2774 -2.8421
C -0.8418 3.1074 -0.3647
In 0.5840 0.6298 1.3297
H -2.7411 -1.1320 2.3643
H -4.2367 -0.8532 1.4267
H -3.1215 -2.1582 0.9578
H -1.8512 0.8610 3.0154
H -1.1146 2.3764 2.4206
H -2.8917 2.2061 2.4038
H -0.2090 3.2340 -1.2458
H -1.6237 3.8785 -0.3974
H -0.2165 3.3161 0.5090
H -1.4434 0.3884 -3.4718
H -2.2630 1.9284 -3.2432
H -0.5330 1.8059 -2.9556
H -2.5732 -2.3439 -1.4370
H -4.0209 -1.3648 -1.7226
H -2.6451 -1.2457 -2.8202
C 3.1246 0.9638 2.5669
N 3.8597 1.1980 1.3010
C 5.3071 1.4067 1.4075
C 3.3238 1.2536 0.0750
O 2.0912 1.2207 -0.2254
H 3.7484 1.3160 3.3912
H 2.9227 -0.1088 2.7283
H 2.2199 1.6084 2.6159
H 5.8519 0.6190 0.8638
H 5.5630 2.3876 0.9823
H 5.5578 1.3747 2.4705
H 4.0531 1.3560 -0.7460